Entry 1:
# C19H49BrO14S

C19H49BrO14S as an isolated structure (ωB97M-V with the def2-TZVPD basis set, the Open Molecules 2025 dataset).

Geometry as XYZ:
```
84
Properties=species:S:1:pos:R:3:forces:R:3:lowdin_charge:R:1
H -1.270 -2.528 -2.588 -0.1 0.0 -0.1 0.09
C 5.022 -8.318 1.284 0.0 -0.1 -0.1 -0.09
C -0.029 5.592 0.419 -1.7 -0.3 -0.1 -0.85
H -2.202 7.380 1.129 0.0 -0.2 0.3 0.11
C 7.485 -2.803 4.580 0.1 0.0 0.0 -0.09
O -5.504 4.008 -4.452 -0.1 0.1 0.1 -0.09
H -1.186 0.167 4.021 -0.1 0.0 0.0 0.08
H -2.546 -1.362 2.582 -0.1 0.1 -0.1 0.11
H -5.081 4.287 -6.443 -0.1 0.1 -0.1 0.11
O -1.647 3.727 -1.901 -0.9 2.1 0.0 -0.20
H 2.091 -3.853 1.132 0.0 0.1 0.0 0.08
S -1.034 3.507 -0.644 1.1 -1.7 -0.9 0.66
H -2.275 0.913 -6.269 0.0 0.2 0.0 0.11
H 3.992 -6.455 0.891 -0.1 -0.1 -0.1 0.10
H -7.703 2.958 -5.565 0.0 0.1 0.0 0.07
H -3.788 8.456 4.009 0.3 -0.4 -0.1 0.10
C -1.569 5.431 0.607 -0.7 2.1 -1.1 -0.35
C -1.224 -5.063 -3.043 0.0 -0.1 0.0 -0.09
H -7.193 3.194 -7.249 0.0 0.0 0.0 0.07
H 1.523 6.048 1.423 -0.1 -0.2 0.1 0.13
O -1.816 6.218 2.884 -0.6 1.2 -0.9 0.02
O -1.281 7.315 4.670 1.7 -0.2 2.5 0.15
O 1.495 -3.169 3.654 -0.1 0.1 0.1 -0.09
C -1.663 -0.861 2.186 0.3 0.3 -0.1 -0.32
H 7.999 -3.428 2.582 -0.1 -0.1 -0.1 0.11
C -2.848 8.505 3.444 0.1 0.5 -0.9 0.02
O -2.102 0.310 1.503 -0.1 0.0 0.0 -0.09
H -6.504 5.139 -5.818 0.1 0.0 0.1 0.11
H -1.067 -4.873 -1.978 0.1 0.0 0.0 0.07
O -1.434 -2.697 -3.523 0.1 -0.3 -0.1 -0.10
C -2.593 -0.062 -4.373 -0.1 0.2 -0.2 -0.09
C 2.610 -2.720 2.892 0.0 -0.5 0.0 -0.31
H -1.944 5.782 -0.377 0.0 -0.2 0.3 0.11
H -3.371 6.033 1.558 0.2 0.5 -0.3 0.16
C 4.044 -7.224 1.670 0.5 0.1 0.1 -0.33
H -2.312 9.388 3.818 -0.1 -0.4 0.0 0.10
H 3.465 -2.582 3.567 0.1 0.2 -0.1 0.10
H 0.336 -3.730 -3.726 0.0 -0.1 -0.1 0.11
O 0.278 4.469 -0.406 -0.7 -0.1 0.0 -0.15
H 2.350 -1.751 2.467 -0.1 0.0 0.1 0.11
H 5.329 -6.242 2.755 -0.1 0.1 0.1 0.06
H -0.375 -1.401 3.836 0.1 0.0 0.0 0.06
H 6.028 -7.910 1.161 0.0 0.0 -0.1 0.07
H -0.699 -5.981 -3.315 0.0 0.0 0.0 0.07
C -0.737 -3.890 -3.874 0.0 0.0 0.5 -0.31
H 7.888 -3.692 5.066 0.0 0.0 -0.1 0.08
H -3.665 -0.209 -4.520 0.0 0.0 -0.1 0.08
C 7.120 -3.106 3.139 -0.2 0.1 0.3 -0.31
H -1.322 0.749 1.143 -0.1 0.0 -0.1 0.04
H -1.180 -1.529 1.465 0.0 -0.2 0.1 0.10
H -2.075 -0.978 -4.635 0.0 0.0 0.1 0.05
H 0.172 0.016 2.917 0.0 -0.1 0.0 0.07
C -6.840 3.048 -6.227 -0.1 0.0 0.0 -0.10
O 0.669 5.610 1.568 0.5 0.4 -0.4 0.07
O 6.159 -4.158 3.073 0.1 -0.1 -0.1 -0.10
H 8.226 -2.004 4.635 0.0 0.0 0.0 0.07
H -2.294 -5.214 -3.188 0.0 0.0 -0.1 0.08
H 1.729 -4.021 4.040 0.0 0.0 -0.1 0.09
H 5.377 -3.870 3.557 0.0 -0.1 -0.1 0.06
H -0.914 -4.074 -4.934 0.0 0.1 0.0 0.11
O -1.877 4.034 0.643 1.1 -0.5 -0.7 -0.10
H 5.076 -9.074 2.069 -0.1 0.0 0.0 0.08
H 3.187 -4.689 2.220 0.1 0.1 0.0 0.04
H -1.027 1.261 -5.058 0.0 -0.1 -0.1 0.11
H 6.601 -2.499 5.147 0.0 0.1 0.0 0.07
H 6.706 -2.219 2.650 0.1 0.1 0.0 0.11
C -5.953 4.199 -5.787 0.2 -0.4 0.1 -0.33
H 3.798 -3.368 1.204 0.0 -0.1 0.0 0.08
H -2.627 2.475 -3.932 0.1 0.1 -0.1 0.06
H -2.439 0.135 -3.308 0.1 0.0 0.0 0.08
H -6.295 2.102 -6.176 0.0 0.0 -0.1 0.07
C -0.706 -0.506 3.308 0.0 -0.1 0.1 -0.09
H -3.090 8.713 2.393 -0.1 -0.2 0.3 0.07
H 3.045 -7.637 1.812 0.0 0.1 0.1 0.11
C -1.919 7.314 3.693 -1.3 0.2 -1.0 -0.53
Br 0.110 7.263 -0.651 0.6 -0.3 0.2 0.84
H -5.005 3.181 -4.430 0.1 0.1 -0.1 0.06
C -2.323 6.379 1.553 0.2 -2.2 0.4 -0.11
O -2.792 2.303 -4.867 -0.2 0.1 -0.1 -0.10
H 4.723 -8.800 0.351 0.1 0.0 0.0 0.07
C -2.100 1.103 -5.210 -0.1 0.0 0.5 -0.30
O 4.447 -6.614 2.892 -0.2 0.0 0.1 -0.11
C 2.946 -3.712 1.795 0.0 0.0 -0.1 -0.09
O -0.586 2.164 -0.594 0.3 -0.3 2.1 -0.21
```
Positions in Å, forces in eV/Å.

The HOMO energy is -9.657 eV. As for the relative energy (zero: lowest compared OMol25 entry of this formula, charge and spin): 0.000 eV.

=====

Entry 2:
# C19H49GaNO6S2

C19H49GaNO6S2 as an isolated structure (ωB97M-V with the def2-TZVPD basis set, the Open Molecules 2025 dataset).

Geometry as XYZ:
```
78
Properties=species:S:1:pos:R:3:forces:R:3:lowdin_charge:R:1
C -1.424 -0.601 0.235 0.2 -0.4 -0.1 -0.20
H -2.480 -6.677 0.860 0.0 0.0 0.0 0.07
C 2.760 -0.212 2.331 0.2 -0.2 -0.1 -0.44
C -1.720 4.524 -2.664 0.0 -0.1 0.1 -0.09
O -2.804 -2.371 1.109 -0.2 0.2 0.1 -0.15
H 3.219 8.157 -0.312 0.0 0.0 0.0 0.11
C 3.011 2.567 -2.032 0.0 0.0 0.1 -0.30
H 3.490 3.469 -2.410 0.0 0.0 0.0 0.10
S 0.040 1.928 0.665 0.0 0.2 -0.2 0.73
H 1.445 7.469 -1.634 -0.1 -0.1 0.0 0.06
O 2.024 8.144 -2.004 0.1 0.0 0.1 -0.09
O 0.261 4.742 -1.255 0.1 0.1 0.0 -0.13
H -1.552 -3.212 2.514 0.2 0.1 -0.1 0.12
H 2.589 0.755 0.398 -0.1 0.1 0.1 0.04
C 3.876 6.598 -1.643 0.0 0.0 -0.1 -0.09
C 3.389 -3.766 2.366 0.0 0.3 0.0 -0.31
H -4.138 -6.816 2.741 0.0 0.0 0.0 0.11
H 3.967 6.418 -2.716 0.0 0.0 0.0 0.08
C -5.763 -2.073 -1.796 0.1 0.1 0.0 -0.32
C -0.676 5.441 -2.052 0.2 -0.1 -0.1 -0.34
C 3.733 1.327 -2.512 -0.1 0.0 -0.1 -0.07
C -1.923 -2.016 0.061 0.2 -0.1 -0.1 -0.18
H -1.170 -6.978 2.000 0.0 0.0 0.0 0.08
H 3.703 -4.807 2.477 0.0 0.0 0.0 -0.04
S 1.245 0.583 3.017 0.1 0.3 0.1 0.85
H -0.893 -0.290 -0.663 0.1 0.1 0.1 0.10
H -2.921 -2.278 3.109 0.1 -0.1 0.1 0.13
H 3.242 0.427 -2.141 0.0 0.0 0.1 0.05
C -1.273 -1.052 2.586 0.4 -0.4 -0.1 -0.14
H -2.376 -8.238 1.685 0.0 0.0 0.0 0.07
H 3.994 -3.151 3.042 0.0 -0.1 0.0 -0.04
H 3.737 1.287 -3.603 0.0 0.0 0.0 0.08
H 2.494 -1.251 -0.978 -0.1 -0.1 0.0 0.01
H -2.444 5.087 -3.257 0.0 0.0 0.0 0.07
H -2.250 3.985 -1.878 0.0 0.0 0.0 0.07
C -3.077 -6.615 2.934 0.0 0.0 -0.1 -0.32
H -7.040 -2.653 -0.163 0.0 0.0 0.0 0.07
H 2.786 -1.245 2.670 -0.1 0.0 0.0 0.04
H -1.898 -0.237 2.969 0.0 0.1 -0.2 0.13
H -0.147 5.990 -2.843 -0.1 0.1 0.0 0.11
H 5.108 -2.775 0.082 0.0 0.1 0.0 -0.11
H -5.717 -3.791 -0.485 0.0 0.0 0.0 0.07
H -2.814 -7.090 3.878 0.0 0.0 0.0 0.11
Ga 3.561 -3.111 0.436 -0.1 -0.4 0.0 0.25
H -2.266 0.080 0.409 0.0 0.1 -0.1 0.12
H 1.196 1.848 -2.166 0.0 0.0 0.1 0.07
H 4.763 1.314 -2.155 0.0 0.0 0.0 0.08
H -0.550 -1.298 3.357 0.0 0.0 0.1 0.09
H 1.397 -1.579 0.371 0.0 -0.1 -0.1 0.01
C -2.130 -2.297 2.358 -0.1 0.0 0.1 -0.19
H -2.461 -2.132 -0.880 -0.1 0.0 0.0 0.12
H -1.150 6.171 -1.393 0.0 0.0 0.0 0.11
C 2.445 -1.433 0.101 0.2 0.4 0.1 -0.33
H -5.604 -0.248 -1.136 0.0 0.1 0.1 0.08
H -6.371 -2.541 -2.570 0.0 0.0 0.0 0.11
H -1.244 3.785 -3.312 0.0 0.0 0.0 0.07
H 2.990 -4.276 -0.549 0.0 0.0 0.0 -0.12
C -2.226 -7.163 1.804 0.1 0.1 0.0 -0.09
H 4.065 -0.129 0.667 0.0 0.0 0.0 0.09
H 3.016 2.611 -0.939 0.0 0.0 0.0 0.10
H 4.861 6.495 -1.185 0.0 0.0 0.0 0.07
H -1.057 -2.691 0.067 0.0 0.0 -0.2 0.14
C 0.151 0.602 1.600 0.3 -0.8 0.0 -1.09
H 0.723 4.080 -1.804 -0.1 0.0 0.1 0.03
N -0.518 -0.593 1.382 -1.1 1.1 0.5 -0.18
C 3.296 7.977 -1.390 0.0 -0.1 0.0 -0.33
H 3.223 5.828 -1.228 0.0 0.0 0.0 0.06
O -6.137 -0.698 -1.796 -0.1 -0.1 0.0 -0.08
H -3.112 -4.768 2.319 0.0 0.1 0.0 0.06
H 3.934 8.752 -1.814 0.0 0.0 0.0 0.11
O -2.873 -5.222 3.135 -0.1 -0.1 0.0 -0.09
C -5.991 -2.736 -0.452 -0.1 0.1 0.0 -0.09
H 3.563 0.328 2.836 -0.1 0.0 0.1 0.06
H -5.385 -2.256 0.319 0.1 -0.1 0.0 0.06
C 2.979 -0.178 0.818 0.1 -0.2 -0.1 -0.36
H 2.350 -3.675 2.702 0.0 -0.1 0.0 -0.03
O 1.659 2.624 -2.507 0.0 0.0 -0.1 -0.11
H -4.712 -2.171 -2.092 0.0 -0.1 0.0 0.10
```
Positions in Å, forces in eV/Å.

The HOMO energy is -4.931 eV. The net charge is -1.

=====

Entry 3:
# C19H51ClF4N17O9

A 9-piece molecular cluster, C19H51ClF4N17O9 overall (ωB97M-V with the def2-TZVPD basis set, the Open Molecules 2025 dataset).

Geometry as XYZ:
```
101
Properties=species:S:1:pos:R:3:forces:R:3:lowdin_charge:R:1
H 0.373 2.958 -0.821 -1.3 -0.1 -1.2 0.15
H 0.057 5.450 -0.465 -1.2 0.2 -0.6 0.09
H 1.134 -3.044 7.393 0.2 0.3 0.2 0.04
N -3.873 -0.234 1.857 0.0 0.5 -0.6 0.14
O 1.491 -1.427 5.538 0.0 0.0 0.2 0.01
O 2.957 -0.080 2.775 -0.1 0.3 -0.5 0.03
H 1.603 0.375 8.155 0.0 -0.1 -0.1 0.09
N 1.219 7.302 -6.352 -0.5 0.1 0.1 0.16
C -1.218 6.340 -2.180 0.4 0.5 0.4 -0.58
H 3.999 3.741 -2.143 -1.4 -0.7 0.6 0.12
H 0.955 -7.527 8.709 0.0 0.0 -0.1 0.10
H -4.797 -0.156 1.476 0.1 -0.1 0.0 0.09
N -4.637 -1.433 3.654 -0.2 -0.2 0.3 0.16
C -3.575 -0.880 3.017 0.4 -0.2 0.5 -0.68
H 2.238 1.051 0.687 -0.1 -0.1 0.1 0.08
C 2.987 3.438 -1.704 -0.2 0.5 0.3 -0.19
H -0.615 -6.359 -9.029 0.1 0.0 0.1 0.10
H 0.552 0.687 0.839 0.0 -0.2 0.1 0.05
H -3.668 2.490 0.330 0.3 -0.3 -1.6 0.19
F -2.435 1.256 -2.602 0.9 1.9 2.2 0.10
C -1.980 5.483 -3.279 0.1 0.6 -0.5 -0.16
H 4.171 6.081 -6.321 -0.1 0.1 -0.1 0.11
H 1.823 4.183 0.147 1.0 0.2 -0.9 0.06
N -1.594 3.359 -1.786 0.7 -0.4 -0.1 -0.11
H -0.234 6.722 -2.582 -1.2 -0.5 0.5 0.11
O 0.646 3.914 -2.637 -1.3 -0.4 0.4 -0.15
C -2.003 3.905 -3.122 -2.1 0.1 -2.8 -0.08
N 3.372 6.597 -6.649 0.4 -0.2 0.0 0.16
H 1.119 -6.268 5.432 0.0 -0.1 0.1 0.12
C -2.637 -2.420 -4.664 -0.3 -0.5 -0.3 -0.65
O 2.219 5.990 -4.797 -0.2 0.0 0.0 0.00
C 2.267 6.591 -5.865 0.2 0.0 0.0 -0.68
H -0.048 1.999 -2.403 -0.4 1.2 1.1 0.17
O 1.516 -4.717 7.321 0.1 -0.5 0.2 0.00
N 1.624 0.122 7.185 0.1 0.8 -0.2 0.15
C 1.960 3.393 -2.934 2.2 -0.4 -0.7 -0.17
H -0.663 -3.739 -5.965 0.1 -0.1 0.0 0.04
O -2.436 -0.952 3.447 -0.1 0.1 -0.2 0.04
N -0.153 -5.939 -8.241 0.0 -0.5 -0.6 0.14
N -3.606 -3.252 -5.108 0.1 -0.4 -0.1 0.18
N 1.261 -2.078 7.693 -0.3 -0.2 -0.3 0.16
H 1.238 7.801 -7.223 0.0 0.0 0.1 0.10
C -0.839 -4.989 -7.553 0.1 0.2 0.3 -0.70
H -1.449 6.373 0.039 0.6 -1.1 -1.0 0.11
H 3.432 7.082 -7.526 0.0 0.0 0.1 0.10
H -4.585 -3.108 -4.942 0.1 0.0 0.0 0.10
H 2.424 4.017 -3.789 -1.4 -0.7 1.5 0.12
C -1.951 4.349 -0.725 0.7 2.7 2.4 -0.08
H 1.927 2.321 -3.344 -0.4 1.3 0.7 0.14
C -0.122 3.007 -1.854 3.5 -1.0 -0.4 -0.12
F -4.216 0.839 -0.726 1.1 2.3 -0.5 0.04
O -1.448 -2.618 -4.882 0.0 0.5 0.4 0.01
C 3.643 -9.311 6.456 -0.1 0.1 0.0 -0.68
Cl -2.254 7.860 -1.890 0.7 -0.8 -0.3 0.58
N 1.054 -6.702 6.338 -0.3 0.3 -0.3 0.17
H -5.580 -1.384 3.315 0.1 0.0 0.0 0.10
N 4.481 -10.145 5.790 0.1 -0.4 -0.4 0.15
H -3.313 -4.059 -5.639 0.0 0.1 -0.2 0.10
H -0.187 -0.532 2.680 0.0 0.0 0.1 0.06
H 0.847 -7.683 6.395 0.3 0.0 0.0 0.08
H -1.796 3.882 0.299 -0.4 0.3 -1.4 0.16
H 3.545 4.756 0.053 -1.2 -0.5 -0.9 0.09
O -1.975 -4.643 -7.862 -0.1 -0.1 0.1 0.00
H -4.453 -1.919 4.516 0.0 0.1 -0.1 0.11
H 2.267 5.512 -1.019 0.6 -1.4 0.3 0.08
H 0.956 -1.067 3.882 0.0 0.2 0.0 0.06
F -1.494 1.299 -0.524 -1.4 1.8 -1.9 0.11
N -0.177 -4.453 -6.501 0.0 0.2 0.2 0.15
C -1.016 5.670 -0.743 -1.0 -0.7 -0.6 -0.14
C -3.690 2.160 -0.764 -2.1 -1.0 1.3 -0.19
N 4.231 -8.566 7.425 -0.1 0.3 0.4 0.16
H 0.751 -4.722 -6.229 -0.1 -0.1 -0.1 0.10
H 5.462 -10.222 5.982 -0.1 0.0 0.0 0.10
H 5.208 -8.612 7.649 -0.1 0.0 0.0 0.10
H 0.381 7.322 -5.798 0.1 0.1 -0.1 0.10
H -3.105 0.184 1.364 -0.1 -0.2 0.1 0.07
H 1.233 -1.867 8.673 0.1 0.1 -0.1 0.09
H -1.489 5.711 -4.288 -0.6 -0.4 1.5 0.13
H -3.086 3.570 -3.299 1.5 0.5 0.5 0.15
N 1.485 0.624 1.199 0.1 0.8 -1.1 0.13
O 2.449 -9.237 6.202 0.0 -0.2 0.1 0.00
C 1.460 -1.149 6.730 -0.1 -0.4 0.4 -0.66
H 1.775 0.840 6.497 0.0 -0.1 0.1 0.10
H 4.080 -10.714 5.063 0.1 0.1 0.1 0.11
C -2.265 2.046 -1.443 -1.2 -2.6 -0.4 -0.30
N -3.079 -1.347 -3.958 0.2 0.7 0.4 0.15
F -4.631 2.945 -1.429 1.9 -1.1 0.5 0.07
H 3.071 2.426 -1.188 0.1 1.2 -0.8 0.10
H 3.641 -7.934 7.941 0.1 0.0 -0.1 0.09
H 1.310 -5.996 9.438 0.0 -0.1 -0.1 0.11
H -1.438 3.444 -4.003 -0.4 0.4 1.8 0.17
H -2.384 -0.709 -3.613 -0.1 -0.2 -0.1 0.07
H -3.005 4.785 -0.835 1.3 -1.3 -0.1 0.17
N 0.761 -0.577 3.010 0.0 -0.1 -0.1 0.17
N 1.163 -6.549 8.611 0.2 0.0 0.8 0.16
H -3.046 5.885 -3.383 1.5 -0.8 0.4 0.11
C 1.809 -0.020 2.363 0.0 -0.7 1.2 -0.70
C 2.630 4.517 -0.588 0.0 0.6 0.3 -0.12
H -4.047 -1.163 -3.767 0.0 -0.1 0.0 0.10
H 0.776 -6.237 -8.006 -0.1 0.1 0.0 0.09
C 1.260 -5.913 7.414 -0.2 -0.1 -0.6 -0.66
```
Positions in Å, forces in eV/Å.

The HOMO energy is -10.212 eV. The net charge is +1.

=====

no.,frontier orbital gap (eV)
1,9.8
2,7.2
3,7.8